No. 1
20
Properties=species:S:1:pos:R:3:forces:R:3:nbo_charge:R:1 method="wB97M-V/def2-TZVPD" e_above_lowest_kj_mol=304.3
C -2.2197 0.4308 -0.4653 -0.164 1.005 0.977 -0.729
C 1.7805 -1.2944 0.9198 0.532 -0.051 0.327 -0.620
C -1.2057 -0.5243 0.1067 0.272 -2.593 -4.056 0.611
C 0.2314 -0.4526 -0.8339 -3.056 -0.647 1.434 -0.091
C 0.9810 -0.1562 0.3388 1.185 1.369 1.944 -0.138
N 0.3053 2.1851 0.6740 -0.844 0.417 -0.072 -0.800
C 0.6986 0.9388 1.1177 2.029 -0.973 -0.598 0.005
C 0.4585 -0.8293 -2.0817 -0.114 0.276 0.173 -0.407
O -1.4994 -1.4834 0.7942 0.750 1.516 -0.177 -0.554
H -0.1414 2.1963 -0.2329 0.041 0.132 0.072 0.373
H -0.1886 2.7430 1.3630 0.051 -0.111 -0.276 0.377
H 1.1221 0.9740 2.1184 -0.094 -0.138 0.006 0.192
H -2.9856 -0.1410 -0.9928 0.082 -0.118 0.214 0.255
H -1.7852 1.1410 -1.1662 0.045 -0.118 0.037 0.214
H -2.6731 0.9906 0.3575 -0.322 -0.011 -0.156 0.233
H 2.7329 -0.9232 1.3114 -0.118 -0.072 0.095 0.216
H 2.0318 -2.0512 0.1738 -0.211 0.152 -0.029 0.222
H 1.2457 -1.7956 1.7300 -0.054 -0.018 -0.040 0.230
H 1.4634 -0.8029 -2.5003 -0.133 -0.015 0.049 0.206
H -0.3526 -1.1456 -2.7321 0.121 -0.001 0.074 0.206

No. 2
30
Properties=species:S:1:pos:R:3:forces:R:3:nbo_charge:R:1 method="wB97M-V/def2-TZVPD" smiles=O.O.O.O.O.O.O.O.O.O e_above_lowest_kj_mol=434.2
H 1.5536 0.2249 0.0667 0.005 0.176 -0.079 0.444
H 0.0413 0.3516 0.1490 -0.309 -0.206 0.142 0.479
H -4.3230 -0.7423 -1.3353 -0.051 -0.025 -0.217 0.462
H -3.6587 0.6247 -1.3367 0.185 0.025 -0.281 0.474
H -3.1568 0.8122 2.6035 0.149 0.066 0.301 0.470
H -4.2583 0.5298 3.6119 -0.147 0.159 -0.052 0.469
H 3.8693 -3.6904 1.5909 0.059 -0.003 0.098 0.470
H 3.9563 -2.1851 1.4002 0.119 -0.057 0.071 0.461
H 4.0966 0.9120 -0.5541 0.174 0.073 -0.099 0.455
H 3.3701 1.3336 -1.8208 0.093 0.040 -0.088 0.469
H 2.3204 4.5746 -0.2437 0.106 0.073 0.001 0.466
H 2.9388 3.5106 0.6481 0.105 0.123 0.007 0.460
H -1.0691 -3.0323 -1.0914 0.072 0.150 0.002 0.484
H -0.0908 -3.1078 -2.2521 -0.218 0.082 -0.041 0.456
H -2.6504 0.0848 1.0546 0.133 -0.149 -0.352 0.491
H -2.1387 1.5125 1.1532 -0.056 0.066 -0.118 0.483
H -0.9809 1.7314 -1.1779 -0.012 -0.074 -0.158 0.462
H -1.5392 1.5291 -2.5770 -0.149 -0.173 -0.019 0.487
H 1.0617 -2.7801 -0.2135 -0.082 0.001 0.069 0.460
H 0.8474 -1.9513 1.0424 -0.249 -0.029 -0.174 0.477
O 0.7386 -0.1911 -0.2359 0.787 2.243 -0.374 -0.929
O -4.0978 -0.0074 -1.9169 -0.313 -0.121 0.332 -0.938
O -4.0556 1.0685 2.8389 -0.424 -0.143 0.372 -0.967
O 4.0926 -2.8770 2.0572 -0.176 0.055 -0.197 -0.931
O 4.2402 1.0810 -1.4921 -0.229 -0.136 0.175 -0.923
O 3.1711 4.2300 0.0503 -0.243 -0.160 0.017 -0.926
O -1.0318 -3.1491 -2.0474 0.048 -0.221 -0.114 -0.941
O -1.9145 0.6066 1.3940 0.465 0.068 -0.189 -0.944
O -1.7101 1.3167 -1.6525 0.244 0.434 0.229 -0.946
O 0.3775 -2.3205 0.2862 -0.088 -2.337 0.736 -0.934

No. 3
137
Properties=species:S:1:pos:R:3:forces:R:3:lowdin_charge:R:1 method="wB97M-V/def2-TZVPD" smiles="O=S1(=O)OCCO1.O=S1(=O)OCCO1.O=S1(=O)OCCO1.C1CCOC1.C1CCOC1.C1CCOC1.C1CCOC1.C1CCOC1.C1CCOC1.C1CCOC1.C1CCOC1" e_above_lowest_kj_mol=50.8
C -6.1925 -0.3486 0.3898 -0.520 -0.536 0.870 -0.173
C -4.7447 0.1024 0.6314 -0.748 -0.836 -1.453 -0.145
C -4.8291 1.5903 0.1895 0.784 -0.191 2.953 -0.187
O -6.1832 1.9026 -0.0908 0.043 -0.041 -1.024 -0.124
C -6.9666 0.9341 0.5950 -0.092 -0.230 0.100 -0.210
H -6.5226 -1.1263 1.0873 0.114 0.071 -0.034 0.114
H -6.3634 -0.7454 -0.6111 0.151 0.187 -0.112 0.113
H -4.1325 -0.5077 -0.0332 0.325 0.242 0.071 0.080
H -4.4318 -0.1311 1.6466 0.043 0.571 0.127 0.093
H -4.0301 1.8282 -0.5086 -0.759 0.259 -0.682 0.086
H -4.5950 2.1703 1.0965 0.310 0.121 -0.178 0.121
H -7.9870 0.8946 0.2154 0.137 0.269 -0.346 0.123
H -7.0542 1.1750 1.6662 0.240 0.071 -0.067 0.125
C 2.6251 -0.7725 -5.5359 -0.707 -0.271 -0.838 -0.168
C 2.3665 -0.2283 -4.1389 1.655 -0.129 -0.061 -0.123
C 3.6705 -0.7112 -3.4110 -0.890 -0.373 -0.029 -0.178
O 4.4163 -1.5051 -4.3299 0.596 -0.101 -0.451 -0.129
C 3.5260 -1.9862 -5.3259 -0.702 1.146 -0.060 -0.198
H 3.1996 -0.0879 -6.1652 0.082 0.293 0.357 0.112
H 1.7253 -0.9528 -6.1330 -0.076 -0.296 0.304 0.114
H 1.4899 -0.6319 -3.6451 -0.195 0.182 -0.223 0.076
H 2.3910 0.8577 -4.1858 -0.570 0.104 0.339 0.095
H 3.4349 -1.3789 -2.5757 -0.226 0.275 0.167 0.099
H 4.2257 0.1534 -3.0537 0.148 -0.851 -0.108 0.071
H 2.9610 -2.8543 -4.9778 0.130 -0.179 -0.065 0.102
H 4.0128 -2.1584 -6.2831 0.528 -0.530 0.323 0.120
C -2.1157 -1.0071 5.6412 1.387 0.898 -0.206 -0.157
C -2.4398 -0.0588 4.4819 -0.435 0.578 -0.146 -0.150
C -3.8200 0.5458 4.8643 0.290 -0.655 0.014 -0.183
O -4.2228 -0.0904 6.0755 -0.076 -0.373 -0.109 -0.141
C -3.0302 -0.5090 6.7400 -0.454 -0.109 -0.103 -0.192
H -1.0655 -0.8482 5.9122 -0.081 -0.101 0.196 0.099
H -2.1766 -2.0524 5.3501 -0.594 -0.107 0.204 0.094
H -2.4036 -0.5667 3.5166 -0.248 0.043 -0.016 0.084
H -1.7772 0.8032 4.4138 0.458 -0.371 0.078 0.085
H -4.5693 0.3465 4.0989 -0.208 0.189 0.134 0.103
H -3.7117 1.6168 5.0491 -0.146 0.080 -0.173 0.118
H -3.2684 -1.2819 7.4700 -0.204 0.141 0.042 0.122
H -2.6202 0.3705 7.2523 0.297 -0.196 0.024 0.127
C -0.5683 3.4079 0.3156 -1.084 -0.893 -1.414 -0.176
C -0.7698 3.5554 1.7957 0.754 0.848 1.100 -0.139
C 0.3683 4.5555 2.1804 -0.236 -0.018 -0.856 -0.154
O 1.0926 4.8129 0.9674 0.416 -0.307 -0.029 -0.131
C 0.8858 3.7195 0.0569 -0.360 0.779 0.916 -0.177
H -1.1908 4.1055 -0.2522 0.131 0.309 0.289 0.113
H -0.9271 2.4426 -0.0614 0.555 0.228 0.242 0.072
H -0.5879 2.6738 2.4146 -0.259 -0.228 -0.419 0.070
H -1.7537 3.9554 2.0368 -0.011 -0.051 0.055 0.111
H 1.0452 4.1218 2.9165 -0.067 0.080 0.183 0.107
H -0.0179 5.5223 2.4954 0.092 -0.020 0.294 0.117
H 1.5128 2.8537 0.2823 0.195 0.292 0.061 0.086
H 1.1171 4.1191 -0.9257 -0.087 -0.206 -0.185 0.109
C -1.9775 -3.6876 0.9745 -0.237 0.530 0.188 -0.152
C -2.6708 -3.7437 2.3389 0.292 -0.920 0.143 -0.148
C -1.5496 -4.2898 3.2050 0.392 0.186 0.656 -0.202
O -0.3575 -3.6801 2.7187 0.194 0.566 -0.078 -0.147
C -0.4641 -3.5690 1.2985 -1.131 -0.821 -0.087 -0.181
H -2.2930 -2.7970 0.4272 -0.181 -0.273 -0.292 0.091
H -2.2113 -4.6010 0.4320 0.097 0.137 -0.259 0.104
H -3.4994 -4.4524 2.3892 -0.185 0.244 -0.272 0.116
H -3.0093 -2.7719 2.6953 0.101 0.042 0.026 0.097
H -1.3915 -5.3766 3.1960 -0.483 -0.020 -0.397 0.126
H -1.6995 -4.0340 4.2574 0.295 0.173 -0.035 0.107
H 0.0328 -4.4091 0.8072 0.420 0.172 0.100 0.115
H -0.1012 -2.6145 0.9222 0.503 -0.137 0.353 0.088
C -0.6055 0.0613 0.7716 -0.285 -0.869 0.029 -0.129
C -1.2986 0.0215 -0.5966 0.551 0.607 -0.366 -0.142
C -0.1904 -0.3930 -1.5677 0.590 1.055 0.157 -0.167
O 1.0185 0.1341 -0.9995 -0.318 -0.173 0.274 -0.142
C 0.8726 0.2072 0.4248 0.588 -0.713 0.119 -0.180
H -0.8522 -0.8947 1.2450 0.446 0.215 0.362 0.085
H -0.8939 0.8533 1.4614 -0.408 -0.039 -0.278 0.091
H -1.5615 1.0578 -0.8221 -0.530 -0.612 -0.355 0.067
H -2.1215 -0.6808 -0.7049 -0.283 0.245 0.326 0.086
H -0.2470 0.1428 -2.5187 -0.370 -0.413 -0.170 0.112
H -0.1240 -1.4754 -1.7341 0.029 0.213 0.117 0.091
H 1.3195 1.1421 0.7642 -0.199 -0.043 -0.009 0.105
H 1.4657 -0.5872 0.8874 -0.045 -0.060 0.002 0.100
C 3.4718 3.7996 -2.5555 -1.226 -1.366 -1.182 -0.143
C 4.8378 3.7039 -3.2164 0.452 0.293 0.406 -0.151
C 5.0769 2.1983 -3.2141 0.342 0.764 -0.107 -0.203
O 4.4943 1.7497 -2.0084 0.102 -0.368 0.420 -0.215
C 3.3744 2.5561 -1.6199 1.425 1.491 -0.626 -0.166
H 2.7790 3.5509 -3.3702 -0.308 0.559 0.141 0.099
H 3.1758 4.7392 -2.1020 0.196 0.057 0.062 0.114
H 5.5789 4.2423 -2.6182 0.164 -0.247 -0.050 0.115
H 4.8710 4.1146 -4.2255 -0.143 0.063 0.048 0.114
H 6.1337 1.9269 -3.2163 0.004 -0.003 0.154 0.132
H 4.6409 1.7192 -4.1008 -0.238 0.069 0.071 0.117
H 3.5749 2.9330 -0.6174 -0.308 -0.589 0.377 0.122
H 2.4586 1.9875 -1.7422 -0.192 0.059 0.242 0.097
C -1.4631 -4.2672 -2.6697 -0.771 -0.857 -0.148 -0.169
C -0.0257 -4.1340 -2.2378 0.490 0.717 -0.115 -0.164
C 0.6281 -3.5286 -3.5029 -0.453 -0.980 0.688 -0.199
O -0.4098 -2.8874 -4.2336 -0.072 0.453 -0.222 -0.133
C -1.6665 -3.0677 -3.5706 0.720 0.452 0.428 -0.190
H -2.2165 -4.2747 -1.8798 0.225 -0.056 0.147 0.097
H -1.5794 -5.2005 -3.2318 -0.113 0.139 -0.084 0.122
H 0.5238 -5.0323 -1.9602 -0.373 -0.160 0.142 0.120
H 0.0436 -3.4157 -1.4144 0.108 -0.174 -0.015 0.077
H 1.0019 -4.3458 -4.1276 0.288 0.177 -0.003 0.123
H 1.4475 -2.8901 -3.1667 -0.101 0.378 -0.570 0.101
H -2.4857 -3.1575 -4.2804 0.183 -0.121 -0.237 0.122
H -1.8468 -2.1681 -2.9609 -0.192 -0.102 -0.021 0.100
C -3.0846 2.0761 -3.0955 0.038 -0.210 -0.258 -0.144
C -3.2577 2.9991 -4.3044 1.042 0.662 0.485 -0.125
O -1.9369 3.4887 -4.6217 0.877 -0.601 0.513 -0.203
S -0.9383 3.4510 -3.3318 -1.551 0.127 -1.377 0.631
O -0.8801 4.7847 -2.8324 0.320 -0.729 0.291 -0.208
O 0.2241 2.7064 -3.6762 -0.131 0.318 0.335 -0.217
O -1.9035 2.5342 -2.4301 0.414 0.782 0.180 -0.242
H -2.9108 1.0171 -3.3034 -0.241 0.123 -0.296 0.135
H -3.9356 2.2070 -2.4283 0.145 -0.152 0.010 0.113
H -3.7941 3.8891 -3.9715 -0.542 -0.237 -0.396 0.136
H -3.6086 2.5297 -5.2147 -0.416 0.009 0.126 0.136
C 4.1867 -0.7242 -0.0684 -0.266 0.337 0.677 -0.158
C 5.5550 -0.0389 -0.0857 -0.739 0.243 -1.224 -0.162
O 6.2915 -0.5243 1.0312 -0.145 -1.058 0.790 -0.172
S 5.3571 -1.4699 1.9775 -0.355 1.233 -0.555 0.626
O 5.3699 -1.0414 3.3347 0.234 -0.064 -0.420 -0.225
O 5.6059 -2.8329 1.6611 -0.042 -0.015 -0.134 -0.223
O 3.9803 -0.9503 1.3358 0.260 -0.776 0.717 -0.218
H 4.1062 -1.6744 -0.5976 0.403 0.027 0.007 0.124
H 3.3612 -0.0907 -0.3733 0.177 0.142 -0.247 0.100
H 5.4895 1.0395 -0.0047 -0.183 0.043 0.208 0.121
H 5.9715 -0.2459 -1.0734 0.754 -0.220 0.410 0.133
C 2.1381 -1.2355 5.5529 -0.323 -0.783 0.644 -0.170
C 1.4313 -1.5130 4.2405 0.946 -1.549 0.816 -0.188
O 1.7668 -0.3956 3.4529 -0.281 1.766 -0.186 -0.195
S 1.7784 0.9627 4.3756 1.374 -1.269 0.742 0.652
O 0.5366 1.6565 4.3409 -0.031 -0.316 -0.136 -0.234
O 2.9955 1.6799 4.1699 -0.814 -0.455 -0.337 -0.208
O 1.8892 0.1438 5.7770 -0.163 1.069 -0.306 -0.186
H 3.2015 -1.4973 5.5574 0.040 0.584 -0.512 0.134
H 1.7438 -1.8123 6.3954 -0.406 0.307 -0.132 0.136
H 0.3652 -1.7088 4.3266 -0.112 0.422 -0.046 0.107
H 1.8988 -2.4201 3.8535 -0.163 0.246 -0.643 0.140

No. 4
14
Properties=species:S:1:pos:R:3:forces:R:3:nbo_charge:R:1 method="wB97M-V/def2-TZVPD" charge=+1
C -1.9717 1.0906 -0.0428 0.084 -0.075 0.071 -1.006
P -0.2022 1.3772 -0.4086 -0.224 0.079 -0.187 1.099
O 0.0416 0.6325 -1.8174 0.460 -0.070 0.163 -0.967
S 0.5455 -0.0260 1.1348 0.040 0.023 0.019 0.851
C 2.1013 -0.5594 0.4174 0.026 -0.029 0.097 -0.790
O -0.3510 -1.3647 1.2223 0.057 -0.101 0.089 -0.815
H -2.3729 0.3161 -0.6956 -0.030 -0.023 0.007 0.258
H -2.4915 2.0286 -0.2336 -0.038 -0.009 -0.059 0.279
H -2.1556 0.8039 0.9925 0.010 0.072 0.031 0.266
H -0.2285 -0.2821 -1.9605 -0.356 0.046 -0.097 0.509
H 2.7774 -0.8270 1.2248 0.000 -0.023 -0.004 0.278
H 2.5027 0.2679 -0.1658 0.026 0.027 0.031 0.280
H 1.9290 -1.4157 -0.2338 -0.019 0.044 -0.079 0.249
H -0.1241 -2.0418 0.5664 -0.036 0.038 -0.080 0.510

HOMO level / hartree: -0.2753; -0.3898; -0.3439; -0.5340
Electronic energy / eV: -10972.12263; -20798.11240; -114086.75103; -26415.45002
Molecular weight / g/mol: 125.171; 180.150; 949.207; 127.125